1.
C4H8O as an isolated structure. Source: the OMol25 dataset; level of theory: ωB97M-V with the def2-TZVPD basis set.

XYZ file:
```
13
C4H8O, DFT ωB97M-V with the def2-TZVPD basis set
C 1.7914 0.2157 0.5666
O 0.8890 -0.8052 0.1410
C -0.2860 -0.3741 -0.3096
C -1.5909 -0.8596 -0.4358
C -1.3738 0.4584 0.2585
H 1.3136 0.8572 1.3141
H 2.1218 0.8192 -0.2865
H 2.6437 -0.3004 1.0098
H 0.1602 0.2231 -1.6836
H -0.6575 -0.3448 -1.5992
H -2.0057 -1.8028 -0.1154
H -1.6921 1.3948 -0.2090
H -1.3137 0.5184 1.3490
```

* energy relative to the best compared isomer or geometry (same formula, charge and spin): 159.3 kcal per mole
* strongest force on any atom: 0.0061 Eh/bohr
* multiplicity: 1
* electronic energy: -6318.2616 eV
* gap between HOMO and LUMO: 8.5 eV

Atomic partial charges in e from the Mulliken method, atoms 1 to 8:
1 C -0.66
2 O -0.28
3 C 0.70
4 C -0.87
5 C -0.59
6 H 0.32
7 H 0.33
8 H 0.21


2.
A 2-piece molecular cluster, C11H22F3NO5 overall. Source: the OMol25 dataset; level of theory: ωB97M-V with the def2-TZVPD basis set.

XYZ file:
```
42
C11H22F3NO5, DFT ωB97M-V with the def2-TZVPD basis set
C 2.6681 1.3347 -1.3793
O 2.4119 0.7256 -2.6219
C 1.4982 -0.3435 -2.5327
C 0.6554 -0.4682 -3.7851
O -0.1458 0.6432 -4.1534
C -0.6336 1.5243 -3.1573
C -1.9710 1.1168 -2.5173
C -2.2533 -0.3757 -2.3822
O -2.6183 -0.9445 -3.6401
C -3.3528 -0.7031 -1.3610
N -3.0537 -1.7448 -0.3840
H 3.1923 0.6523 -0.6980
H 1.7382 1.6615 -0.8953
H 3.2971 2.2061 -1.5579
H 2.0454 -1.2945 -2.4425
H 0.8802 -0.2442 -1.6288
H 0.0262 -1.3625 -3.6708
H 1.3199 -0.6458 -4.6357
H 0.1316 1.7238 -2.4009
H -0.7893 2.4661 -3.6899
H -2.7921 1.5373 -3.1144
H -2.0435 1.5921 -1.5316
H -1.3485 -0.9022 -2.0481
H -2.2057 -0.4301 -4.3354
H -3.6101 0.2008 -0.8004
H -4.2374 -1.0101 -1.9253
H -2.3114 -1.4393 0.2342
H -2.7138 -2.5783 -0.8490
C -0.2414 -0.7298 6.0228
C 1.2637 -0.7082 5.8977
O 1.6673 -0.7162 4.5039
C 1.6552 0.4508 3.8915
O 1.3690 1.5178 4.3427
C 2.1240 0.2739 2.4253
F 1.5440 -0.7792 1.8481
F 3.4448 0.0941 2.3867
F 1.8267 1.3487 1.7112
H -0.6571 -1.5899 5.4983
H -0.5164 -0.7999 7.0751
H -0.6809 0.1787 5.6134
H 1.7184 -1.6057 6.3089
H 1.6987 0.1666 6.3786
```

* strongest force on any atom: 0.0091 Eh/bohr
* multiplicity: 1
* electronic energy: -31642.7533 eV
* gap between HOMO and LUMO: 9.8 eV
* structure (SMILES): COCCOCC[C@H](O)CN.CCOC(=O)C(F)(F)F

Atomic partial charges in e from the Mulliken method, atoms 1 to 8:
1 C -0.58
2 O -0.40
3 C -0.53
4 C -0.63
5 O -0.47
6 C -0.01
7 C -0.93
8 C 0.93


3.
C8H24LiO4S4 as an isolated structure in a non-equilibrium geometry. Source: the OMol25 dataset; level of theory: ωB97M-V with the def2-TZVPD basis set.

XYZ file:
```
41
C8H24LiO4S4, DFT ωB97M-V with the def2-TZVPD basis set
Li -0.3006 -0.7266 0.1105
C 2.0756 0.9485 2.9557
S 1.6888 -0.8485 2.8416
O 0.6647 -1.0791 1.7521
C 3.3470 -1.4208 2.2484
H 2.3990 1.2736 2.1114
H 2.8341 1.1255 3.6120
H 1.0546 1.0492 3.1049
H 3.4654 -2.5941 1.8881
H 4.1031 -1.2363 2.9566
H 3.4571 -0.6324 1.4483
C 1.9648 1.2770 -1.5414
S 2.4830 -0.4393 -1.4893
O 1.2319 -1.2412 -0.9776
C 2.5368 -0.7294 -3.3567
H 2.6160 1.8634 -2.2004
H 1.7873 1.5013 -0.5386
H 0.8749 1.4958 -2.1633
H 3.3707 -0.2216 -3.8335
H 1.6813 -0.6692 -3.8989
H 2.9088 -1.7101 -3.6050
C -1.5145 2.9139 -1.7579
S -1.6412 2.5018 -0.0741
O -0.8630 1.2219 0.0924
C -0.5416 3.7625 0.6772
H -2.3559 3.5889 -1.9493
H -1.6253 2.0199 -2.1566
H -0.4953 3.1108 -2.0169
H 0.4736 3.8081 0.1341
H -0.2717 3.7572 1.7800
H -1.0062 4.7314 0.6190
C -2.9644 -3.9256 -0.2187
S -2.7659 -2.5213 0.8261
O -2.2723 -1.4206 -0.1237
C -4.5926 -2.1311 0.8965
H -3.6434 -3.9008 -1.0163
H -3.4049 -4.6276 0.3727
H -1.9221 -4.0678 -0.4807
H -4.9735 -1.8759 0.1490
H -4.7282 -1.0490 1.4393
H -5.1358 -2.8823 1.3832
```

* energy relative to the best compared isomer or geometry (same formula, charge and spin): 49.2 kcal per mole
* strongest force on any atom: 0.2772 Eh/bohr
* multiplicity: 1
* total charge: +1
* electronic energy: -60410.2630 eV
* gap between HOMO and LUMO: 9.9 eV

Atomic partial charges in e from the Mulliken method, atoms 1 to 8:
1 Li 1.10
2 C -0.97
3 S 0.34
4 O -0.57
5 C -0.67
6 H 0.24
7 H 0.53
8 H 0.29


4.
A 2-piece molecular cluster, C5H14 overall in a non-equilibrium geometry. Source: the OMol25 dataset; level of theory: ωB97M-V with the def2-TZVPD basis set.

XYZ file:
```
19
C5H14, DFT ωB97M-V with the def2-TZVPD basis set
C 1.4242 -1.5023 -2.4076
C 0.6682 -0.9533 -1.2351
C -0.5486 -1.8055 -0.8023
H 2.1122 -0.7201 -2.8461
H 0.6372 -1.7005 -3.1700
H 2.0481 -2.3458 -2.0730
H 1.4709 -0.9622 -0.4451
H 0.5047 0.0424 -1.4109
H -0.6917 -1.7901 0.3266
H -1.2935 -1.0791 -1.2169
H -0.5645 -2.6991 -1.4580
C -0.1912 2.3801 2.5309
C -1.3482 1.7345 1.7810
H -0.0228 2.0067 3.5589
H 0.8891 1.9557 2.1328
H -0.0466 3.3946 2.5164
H -2.0856 2.5137 1.5450
H -1.8294 1.0327 2.4593
H -1.1554 1.2299 0.8800
```

* energy relative to the best compared isomer or geometry (same formula, charge and spin): 36.2 kcal per mole
* strongest force on any atom: 0.1170 Eh/bohr
* multiplicity: 1
* electronic energy: -5410.4791 eV
* gap between HOMO and LUMO: 11.9 eV
* structure (SMILES): CCC.CC

Atomic partial charges in e from the Mulliken method, atoms 1 to 8:
1 C -1.27
2 C -0.31
3 C -0.91
4 H 0.32
5 H 0.36
6 H 0.29
7 H 0.21
8 H 0.45